Record 1
45
Properties=species:S:1:pos:R:3 method="wB97M-V/def2-TZVPD" smiles=COc1cc(CNCCO)ccc1OCCc1ccccc1 max_force_ev_per_a=16.40 homo_lumo_gap_ev=8.00 de_lowest_ev=16.3563 lumo_energy_ha=0.012 e_homo_ev=-7.66
C 1.83 2.24 -0.47
H 1.94 2.06 -1.68
O 0.63 2.09 -0.14
C -0.08 1.01 -0.20
C 0.48 0.07 -0.82
C -0.26 -1.27 -0.78
C -1.68 -1.37 -0.30
C -1.99 -0.21 0.13
C -1.30 0.97 0.35
O -2.13 1.95 0.87
C -1.34 2.60 2.02
C -1.02 1.97 3.27
C -0.09 1.14 2.90
C 1.31 1.37 2.92
C 2.40 0.69 2.61
C 2.01 -0.78 2.61
C 0.65 -1.20 2.57
C -0.33 -0.40 2.92
H -1.14 -0.87 2.85
H 0.59 -2.40 2.58
H 2.99 -1.35 2.29
H 3.32 0.89 2.79
H 1.50 2.41 3.08
H -1.00 2.52 4.13
H -1.79 1.41 3.43
H -2.21 3.44 2.07
H -0.71 3.30 1.50
H -2.97 -0.42 0.49
H -2.14 -2.31 -0.43
C 0.40 -2.55 -1.50
N 0.10 -2.89 -2.83
H -0.94 -2.91 -2.81
C 0.25 -1.90 -3.86
C -0.95 -0.69 -4.00
O -2.17 -1.34 -4.21
H -1.95 -2.09 -5.01
H -0.50 0.00 -4.88
H -1.15 -0.42 -2.93
H 0.34 -2.42 -4.77
H 1.24 -1.45 -3.49
H 0.14 -3.49 -0.89
H 1.48 -2.49 -1.33
H 1.50 -0.03 -0.95
H 2.07 3.44 -0.24
H 2.67 1.68 0.15

=====

Record 2
10
Properties=species:S:1:pos:R:3 method="wB97M-V/def2-TZVPD" max_force_ev_per_a=5.08 homo_lumo_gap_ev="6.40 / 6.39" de_lowest_ev=1.2130 lumo_energy_ha="-0.168 / -0.168" charge=+1 e_homo_ev="-10.98 / -10.97"
C -4.23 0.65 -0.35
C -3.00 0.20 -0.47
O -1.96 0.33 -1.10
Mg -0.05 0.06 -0.59
H -5.08 -0.02 -0.33
H -4.43 1.70 -0.17
O -3.73 -1.73 2.17
C -2.86 -1.33 1.53
Li -1.23 -2.99 2.81
O -1.54 -1.32 1.64

=====

Record 3
23
Properties=species:S:1:pos:R:3 method="wB97M-V/def2-TZVPD" smiles="CC(C)C(=C=O)C(=O)c1cccs1" max_force_ev_per_a=4.09 homo_lumo_gap_ev=9.19 de_lowest_ev=2.6783 lumo_energy_ha=-0.001 e_homo_ev=-9.20
C 1.12 3.71 1.33
C 1.28 2.26 1.19
C 0.07 4.07 0.63
C 0.39 1.58 0.40
C 0.36 0.13 0.36
C -1.84 0.19 -0.64
C -0.83 -0.53 -0.21
C 0.42 -2.16 -1.66
C -0.52 -2.95 0.53
C -0.74 -1.99 -0.66
O 1.28 -0.58 0.71
O -2.82 0.78 -0.80
S -0.89 2.80 -0.04
H 1.80 4.56 1.53
H 2.18 1.64 1.42
H -0.35 5.11 0.48
H 0.33 -3.07 -2.17
H 1.44 -2.17 -1.08
H 0.32 -1.34 -2.48
H -1.05 -3.87 0.33
H -0.85 -2.57 1.49
H 0.56 -3.25 0.64
H -1.65 -2.36 -1.27

=====

Record 4
62
Properties=species:S:1:pos:R:3 method="wB97M-V/def2-TZVPD" smiles=COc1ccc(CCN2CCC[C@@H](CN(C)Cc3cccc(OC)c3)C2)cc1 max_force_ev_per_a=0.45 homo_lumo_gap_ev=9.01 de_lowest_ev=2.0356 lumo_energy_ha=0.028 e_homo_ev=-8.26
C 7.25 -2.50 2.04
H 6.98 -2.61 0.98
O 6.61 -1.39 2.62
C 5.25 -1.37 2.66
C 4.42 -2.37 2.16
C 3.04 -2.24 2.26
C 2.46 -1.13 2.86
C 3.30 -0.14 3.36
C 4.67 -0.25 3.26
H 5.32 0.51 3.65
H 2.87 0.73 3.83
C 0.97 -0.99 2.94
H 0.50 -1.97 2.98
H 0.70 -0.44 3.84
C 0.44 -0.26 1.70
N -1.00 -0.36 1.58
C -1.46 -0.05 0.23
H -0.90 -0.67 -0.47
C -2.94 -0.37 0.08
C -3.74 0.45 1.09
C -3.20 0.18 2.49
C -1.70 0.47 2.54
H -1.32 0.25 3.54
H -1.53 1.55 2.34
H -3.36 -0.86 2.75
H -3.71 0.80 3.23
H -4.80 0.20 1.04
H -3.64 1.52 0.86
H -3.09 -1.43 0.31
C -3.41 -0.07 -1.35
N -2.62 -0.75 -2.35
C -2.98 -2.15 -2.47
H -2.85 -2.64 -1.51
H -2.31 -2.63 -3.19
H -4.02 -2.30 -2.80
C -2.69 -0.07 -3.64
C -2.05 1.29 -3.57
C -0.78 1.40 -3.01
C -0.17 2.64 -2.90
C -0.83 3.77 -3.38
C -2.08 3.66 -3.95
C -2.70 2.42 -4.04
H -3.68 2.34 -4.47
H -2.58 4.54 -4.31
H -0.34 4.73 -3.29
O 1.06 2.85 -2.35
C 1.76 1.75 -1.84
H 2.70 2.15 -1.44
H 1.99 1.01 -2.62
H 1.21 1.26 -1.03
H -0.31 0.50 -2.65
H -2.14 -0.69 -4.37
H -3.73 0.02 -4.00
H -3.30 1.01 -1.52
H -4.48 -0.32 -1.44
H -1.29 1.01 -0.02
H 0.79 0.79 1.71
H 0.88 -0.74 0.82
H 2.41 -3.02 1.86
H 4.83 -3.25 1.68
H 7.01 -3.43 2.57
H 8.32 -2.31 2.12

=====

Record 5
57
Properties=species:S:1:pos:R:3 method="wB97M-V/def2-TZVPD" max_force_ev_per_a=0.96 homo_lumo_gap_ev=9.00 de_lowest_ev=0.6722 lumo_energy_ha=0.002 e_homo_ev=-8.94
Ag 0.44 0.64 0.21
O 2.40 1.20 5.78
S 1.65 1.52 4.60
O 0.68 2.58 4.71
N 0.94 0.22 3.90
C 1.32 0.06 2.68
O 0.79 -0.72 1.84
C 2.47 0.95 2.26
C 3.21 0.88 1.08
C 4.23 1.82 0.90
C 4.48 2.79 1.86
C 3.75 2.83 3.04
C 2.76 1.89 3.22
H 3.06 0.07 0.37
H 4.83 1.78 0.01
H 5.27 3.50 1.69
H 3.96 3.57 3.80
C 1.21 2.64 -4.26
C 0.98 3.62 -3.12
C 2.31 3.94 -2.46
C 0.33 4.89 -3.64
Sb -0.27 2.55 -1.56
C -0.83 4.04 0.03
C -1.82 3.35 0.95
C 0.46 4.29 0.79
C -1.42 5.33 -0.51
C -2.10 1.72 -2.60
C -3.04 1.23 -1.52
C -1.63 0.52 -3.41
C -2.78 2.74 -3.49
H 1.98 3.03 -4.93
H 0.30 2.50 -4.85
H 1.55 1.67 -3.89
H 3.02 4.31 -3.20
H 2.74 3.05 -1.99
H 2.20 4.71 -1.70
H 0.91 5.29 -4.47
H 0.28 5.65 -2.87
H -0.68 4.70 -4.00
H -1.49 2.35 1.23
H -2.80 3.29 0.49
H -1.92 3.93 1.87
H 0.91 3.35 1.13
H 0.26 4.89 1.68
H 1.19 4.82 0.18
H -2.22 5.13 -1.22
H -0.66 5.94 -0.99
H -1.84 5.91 0.32
H -2.50 0.63 -0.77
H -3.81 0.59 -1.95
H -3.54 2.05 -1.02
H -1.10 -0.19 -2.76
H -0.97 0.80 -4.22
H -2.48 0.00 -3.84
H -3.03 3.64 -2.93
H -3.71 2.33 -3.89
H -2.15 3.01 -4.34

=====

Record 6
18
Properties=species:S:1:pos:R:3 method="wB97M-V/def2-TZVPD" max_force_ev_per_a=4.65 s_squared=0.750 multiplicity=2 homo_lumo_gap_ev="2.92 / 8.98" de_lowest_ev=1.5618 lumo_energy_ha="0.148 / 0.142" charge=-1 e_homo_ev="1.11 / -5.10"
C -1.38 -1.14 -1.47
C -1.38 -1.17 0.08
C -0.20 -0.44 0.59
C -0.07 0.91 0.89
C 0.88 1.64 1.90
H -1.64 -2.18 -1.88
H -0.45 -0.68 -1.86
H -2.07 -0.49 -1.89
H -1.43 -2.28 0.58
H -2.21 -0.53 0.34
H 0.73 -0.87 0.79
H -0.91 1.51 0.44
H 0.22 1.92 2.71
H 1.26 2.51 1.41
H 1.71 1.00 2.24
H 2.75 -0.58 -1.56
H 1.92 0.61 -2.07
O 2.29 0.23 -1.23